# 1
DFT (wB97M-V/def2-TZVPD) results for a molecular structure, C23H28N7S3Zn in a non-equilibrium geometry.

```
62
Properties=species:S:1:pos:R:3:forces:R:3:lowdin_charge:R:1
Zn 0.03750 -1.41672 0.76860 0.28 -0.66 1.00 0.509
C 3.79039 -2.42761 -1.46465 0.78 0.13 -1.30 0.004
C 2.39671 -2.23988 -1.03051 0.29 -0.25 0.11 -0.293
N 1.80810 -2.71035 -0.01487 -1.63 0.11 -1.54 0.018
C 2.01675 -3.94633 0.60141 1.01 -0.59 1.48 -0.192
C 0.69367 -4.72020 0.85464 -0.34 0.51 -0.46 -0.167
N -0.47897 -3.84411 1.02798 -0.28 0.12 0.72 -0.086
C -1.37529 -4.27813 2.15169 0.88 -0.13 -0.85 -0.198
C -2.35978 -3.20423 2.43995 -0.78 1.39 -0.25 -0.221
N -1.70530 -1.87713 2.61711 -0.62 -0.27 0.51 -0.088
C -2.62307 -0.72433 2.45846 0.62 0.77 -0.49 -0.184
C -2.88976 -0.30855 0.95633 -0.21 -0.12 1.33 -0.190
N -1.73050 -0.51494 0.10877 -0.23 1.46 -2.09 0.026
C -1.64111 0.12201 -1.03875 -0.66 -0.61 1.16 -0.196
C -2.73817 1.02128 -1.60046 1.04 -0.59 1.43 0.022
C -0.41482 -0.16308 -1.85292 0.78 0.34 0.29 -0.167
C -0.14443 0.39853 -3.13448 -0.61 -0.68 0.98 0.023
C 1.01330 0.01370 -3.77411 1.32 -0.93 -0.27 0.004
C 1.82905 -1.00771 -3.18558 -1.22 1.28 0.30 0.040
C 1.55300 -1.39052 -1.88305 -1.11 1.75 1.05 -0.178
N 0.47243 -0.92345 -1.19212 -0.10 0.40 -2.83 0.086
H 4.29686 -1.42897 -1.61158 -0.53 -0.94 0.47 0.125
H 4.35577 -3.06029 -0.79703 0.20 -0.04 0.11 0.086
H 3.79372 -2.86437 -2.48455 0.16 -0.03 0.51 0.102
H 2.65086 -4.62949 0.01603 0.25 0.33 0.36 0.130
H 2.46130 -3.69904 1.57761 0.15 -0.56 -0.05 0.136
H 0.51929 -5.41233 0.02590 0.08 -0.07 0.14 0.122
H 0.83804 -5.28330 1.77795 -0.10 -0.14 -0.22 0.116
H -1.06050 -3.75755 0.19098 0.42 -0.41 0.13 0.118
H -1.98662 -5.15270 1.86810 0.58 -0.10 0.26 0.132
H -0.73265 -4.50309 3.03162 -0.47 0.09 -0.57 0.136
H -3.08156 -3.09467 1.60314 0.44 -0.11 0.22 0.127
H -2.97133 -3.53494 3.28550 0.01 0.32 0.19 0.127
H -1.24982 -1.88271 3.54617 -0.37 0.42 -0.78 0.132
H -3.62174 -0.80975 2.87932 -0.12 -0.58 0.36 0.112
H -2.19564 0.16466 2.97641 0.11 -0.76 -0.43 0.127
H -3.80676 -0.78931 0.56597 0.61 -0.28 -0.04 0.129
H -3.18499 0.73753 1.05751 0.24 0.18 -0.33 0.120
H -3.64750 0.67391 -1.13422 -0.55 0.05 -0.45 0.073
H -2.59180 2.04946 -1.26794 0.18 0.09 0.02 0.111
H -2.74131 1.00317 -2.66949 -0.30 -0.11 -0.53 0.072
H -0.88787 1.03904 -3.60339 0.43 0.07 0.12 0.117
H 1.36349 0.47766 -4.72328 -0.63 -0.53 0.72 0.138
H 2.65324 -1.45856 -3.69229 0.43 0.16 -0.34 0.109
S 4.00336 4.44720 0.22346 -1.00 -1.00 -0.58 0.592
C 2.84588 3.21928 0.21181 -0.38 1.34 0.91 -1.070
S 3.26661 1.56113 0.47906 0.67 -0.01 0.40 0.948
C 1.71466 1.26273 1.18038 -0.69 0.21 -1.20 -1.156
N 0.82851 2.15749 0.88213 0.39 1.18 0.50 0.020
N 1.45850 3.30740 0.36258 1.18 -0.38 -0.38 -0.145
C 0.71689 4.53047 0.19318 -0.08 -0.15 -2.27 -0.179
C -0.53531 4.65409 0.80568 1.24 -1.34 0.62 -0.060
C -1.25148 5.81031 0.66386 0.85 1.63 -1.46 -0.078
C -0.77653 6.79366 -0.27018 -1.77 -0.71 1.02 -0.066
C 0.30108 6.51133 -1.10193 0.13 0.60 -0.10 -0.102
C 1.10722 5.42745 -0.88130 -0.68 -1.79 2.31 -0.045
S 1.45516 -0.13845 2.13014 -0.46 -0.93 0.27 0.576
H -0.85716 3.78759 1.40706 0.07 0.79 -0.10 0.105
H -2.14467 5.96289 1.24605 -0.17 0.17 -0.07 0.099
H -1.39385 7.70364 -0.34861 0.61 -0.45 -0.26 0.108
H 0.58100 7.11870 -1.95493 -0.26 0.42 0.25 0.109
H 1.99793 5.24043 -1.46030 -0.05 -0.03 0.02 0.074
```
Positions in Å, forces in eV/Å.

Values from the calculation:
Molecular weight ... 564.12 Da
Charge ... +1
E_tot ... -4250.21163 hartree
Kohn-Sham gap ... 5.55 eV
LUMO ... -3.961 eV

---

# 2
DFT (wB97M-V/def2-TZVPD) results for 2 unconnected molecules or ions with the total composition C5H12N in a non-equilibrium geometry.

```
18
Properties=species:S:1:pos:R:3:forces:R:3:lowdin_charge:R:1
C 0.20740 1.50965 -0.42567 -2.46 -2.73 -2.26 -0.026
C 0.09861 0.49249 -1.67880 1.51 1.40 0.69 -0.168
C -0.47758 -0.86134 -1.34552 -3.54 -0.90 -2.47 -0.257
C 0.20911 -1.72008 -0.42926 1.41 1.93 2.33 -0.079
C 0.39694 -1.40779 0.85585 2.47 -4.07 -3.64 0.276
N -0.22103 0.70845 2.59498 -1.28 -0.96 -1.84 0.089
H -0.28109 1.03096 0.44213 -0.38 -0.05 0.13 0.034
H 1.15891 1.70058 -0.05823 1.86 0.70 0.03 0.056
H -0.41425 2.34066 -0.70278 0.12 0.75 0.35 0.081
H -0.53268 0.88006 -2.52099 0.53 -0.12 0.94 0.139
H 1.10166 0.30908 -2.06829 -0.01 0.27 -0.21 0.110
H -1.49268 -0.73107 -1.02698 -0.70 0.45 0.91 0.127
H -0.74837 -1.45060 -2.23056 0.80 0.28 -0.40 0.136
H 0.92938 -2.47879 -0.93819 -0.60 1.00 1.46 0.217
H 0.91572 -2.16545 1.44729 -0.82 0.59 1.96 0.121
H 0.10510 1.44866 3.20007 1.32 -0.93 0.38 0.064
H 0.24777 -0.15724 2.08910 -0.38 2.72 1.68 0.027
H -1.20293 0.55177 2.79585 0.16 -0.35 -0.05 0.053
```
Positions in Å, forces in eV/Å.

Values from the calculation:
Molecular weight ... 86.16 Da
Charge ... +1
E_tot ... -251.93694 hartree
Kohn-Sham gap ... 5.26 eV
LUMO ... -8.865 eV

---

# 3
DFT (wB97M-V/def2-TZVPD) results for 7 unconnected molecules or ions with the total composition H12IO6.

```
19
Properties=species:S:1:pos:R:3:forces:R:3:lowdin_charge:R:1
I -22.33532 16.55871 22.00603 -0.20 -0.04 0.12 0.225
O -19.88564 19.10499 21.71641 0.64 0.36 -0.03 -0.112
H -20.66708 18.59787 21.49639 -0.43 -0.49 0.03 -0.129
H -20.20979 19.99348 21.86392 -0.09 0.17 0.06 0.017
O -26.00333 16.15103 22.82757 -0.63 -0.09 0.00 -0.099
H -25.08308 16.39192 22.72097 0.73 0.08 -0.25 -0.112
H -26.14981 16.17544 23.77318 -0.04 -0.01 0.18 0.013
O -21.49805 13.51955 20.14525 0.22 -0.54 -0.47 -0.108
H -21.36274 14.21654 20.78724 -0.05 0.48 0.29 -0.104
H -22.29634 13.07798 20.43509 -0.18 0.03 0.10 0.017
O -22.96989 18.27985 25.18341 -0.09 0.42 0.61 -0.106
H -23.81838 17.83940 25.23127 -0.13 -0.10 -0.11 0.008
H -22.41904 17.68493 24.67461 0.21 -0.23 -0.53 -0.077
O -23.59539 18.40111 19.10092 -0.13 0.45 -0.61 -0.108
H -23.18227 18.12815 19.92010 0.26 -0.33 0.49 -0.124
H -24.48179 18.04291 19.14816 -0.14 -0.14 0.09 0.018
O -19.63048 14.72211 23.50371 0.64 -0.44 0.25 -0.113
H -20.10760 15.36280 22.97635 -0.37 0.40 -0.27 -0.121
H -20.25872 14.44449 24.17041 -0.21 0.02 0.05 0.014
```
Positions in Å, forces in eV/Å.

Values from the calculation:
Molecular weight ... 234.99 Da
Charge ... -1
E_tot ... -756.45427 hartree
Kohn-Sham gap ... 8.33 eV
LUMO ... 2.989 eV

---

# 4
DFT (wB97M-V/def2-TZVPD) results for 2 unconnected molecules or ions with the total composition C11H14N2O in a non-equilibrium geometry.

```
28
Properties=species:S:1:pos:R:3:forces:R:3:lowdin_charge:R:1
C -4.35953 0.80886 -2.35983 -0.61 -1.03 0.50 -0.065
C -3.17960 1.15424 -1.49901 0.00 0.66 -0.70 -0.297
C -2.01726 0.39869 -1.53276 0.22 -0.35 0.96 -0.047
C -1.07283 0.54800 -0.51873 0.03 -0.43 0.68 -0.027
C -1.21516 1.49777 0.47968 -0.33 0.56 -0.87 -0.336
O -0.36892 1.64348 1.52516 0.25 0.20 0.47 0.050
C -2.25407 2.42330 0.35596 0.51 -0.04 -0.10 -0.015
C -3.22798 2.23116 -0.61272 -0.05 -0.30 0.65 -0.050
H -4.96718 0.08846 -1.78750 0.26 -0.22 -0.18 0.084
H -4.09962 0.31177 -3.29601 0.06 0.21 0.02 0.075
H -5.11032 1.56902 -2.52468 0.35 0.76 -0.26 0.067
H -1.84711 -0.43245 -2.20728 -0.34 0.13 -0.23 0.110
H -0.28910 -0.17526 -0.34800 0.35 -0.05 -0.52 0.079
H 0.40910 1.07339 1.48163 -0.14 -0.22 -0.37 0.090
H -2.20616 3.30407 0.98498 -0.41 -0.12 0.16 0.115
H -4.10378 2.86330 -0.56647 -0.04 0.16 -0.31 0.108
C 4.27069 -0.07365 0.62124 0.15 0.36 -0.86 -0.050
C 3.33470 -1.22521 0.81307 0.92 0.10 -0.12 -0.358
C 3.66820 -2.54186 0.94230 -0.43 -0.70 -0.32 -0.058
N 2.48651 -3.23235 0.75305 0.08 -0.35 0.16 0.043
C 1.51429 -2.32195 0.57193 -0.45 0.49 -0.19 -0.208
N 1.98272 -1.10061 0.62715 0.03 0.14 -0.18 0.088
H 4.67232 0.36490 1.53096 -0.13 0.12 0.04 0.069
H 3.78276 0.67505 -0.01334 -0.31 0.17 0.66 0.076
H 5.10850 -0.31500 -0.04923 0.02 -0.49 0.55 0.076
H 4.55657 -3.13741 1.08886 0.19 0.51 -0.04 0.116
H 2.42503 -4.23283 0.64497 -0.19 0.18 0.15 0.149
H 0.48312 -2.51457 0.32290 0.02 -0.44 0.22 0.117
```
Positions in Å, forces in eV/Å.

Values from the calculation:
Molecular weight ... 190.25 Da
E_tot ... -612.30036 hartree
SMILES ... Cc1ccc(O)cc1.Cc1c[nH]cn1
Kohn-Sham gap ... 8.61 eV
LUMO ... 0.690 eV

---

# 5
DFT (wB97M-V/def2-TZVPD) results for a molecular structure, C5H18N8O2Os in a non-equilibrium geometry.

```
34
Properties=species:S:1:pos:R:3:forces:R:3:lowdin_charge:R:1
Os 0.27118 0.74353 -0.29960 0.61 1.15 1.59 1.668
N 1.74797 -0.84953 0.53127 -0.45 1.25 -0.15 -0.043
C 1.68385 -2.30176 0.24811 -0.04 -0.96 -0.13 -0.154
C 0.33266 -2.91201 0.64222 1.14 0.02 0.97 -0.113
N -0.72106 -2.68340 -0.25965 -0.73 -0.33 0.18 0.162
C -0.63941 -2.63946 -1.67313 -0.04 0.00 -1.32 -0.103
C -1.05149 -1.28740 -2.29774 -0.78 -0.58 0.13 -0.146
N 0.01108 -0.25140 -2.18037 0.42 0.61 -0.52 -0.122
H 2.69590 -0.52405 0.28222 -0.23 -0.09 0.13 0.142
H 1.67932 -0.74736 1.55295 0.09 0.16 -0.25 0.122
H 2.47063 -2.80169 0.83602 -0.23 0.15 -0.13 0.171
H 1.93303 -2.48821 -0.79958 0.02 0.08 0.15 0.128
H 0.01144 -2.58999 1.64698 0.01 -0.09 -0.21 0.156
H 0.46598 -4.01403 0.78606 -0.12 0.13 -0.27 0.214
H -1.65869 -2.80652 0.12571 -0.18 0.06 0.09 0.206
H -1.36471 -3.36999 -2.07811 0.12 0.05 0.17 0.193
H 0.35275 -2.93093 -2.02800 -0.12 -0.06 0.12 0.150
H -1.97657 -0.91462 -1.84002 0.17 -0.01 -0.07 0.142
H -1.28436 -1.46862 -3.35677 0.22 0.06 0.20 0.166
H -0.24052 0.47674 -2.87180 0.22 -0.32 0.14 0.135
H 0.88762 -0.64565 -2.56260 -0.23 0.20 0.09 0.140
N 0.09201 3.01170 -0.85945 -0.26 -0.75 -0.54 0.012
N -0.08503 3.79017 0.31449 0.07 0.28 0.15 0.069
C -0.35422 3.18520 1.48207 -0.23 -0.13 0.32 -0.313
N -0.70704 3.80290 2.56879 -0.04 0.15 0.17 0.321
N -0.21686 1.80726 1.38631 0.85 0.15 -1.24 -0.056
N -0.79352 0.91825 2.25158 0.00 0.31 0.13 -0.395
O -1.19351 1.20371 3.31127 -0.29 -0.11 0.55 0.284
O -0.78460 -0.19962 1.70486 -0.28 -0.96 -0.40 -0.034
H 0.93944 3.34423 -1.35127 -0.12 -0.16 0.28 0.163
H -0.69221 3.20488 -1.50697 0.17 0.04 0.28 0.159
H -0.07603 4.81123 0.22402 0.01 -0.27 -0.08 0.218
H -0.80622 4.81847 2.63109 0.00 -0.09 -0.20 0.193
H -0.92879 3.30797 3.43902 0.23 0.06 -0.34 0.165
```
Positions in Å, forces in eV/Å.

Values from the calculation:
Spin multiplicity ... 5
Molecular weight ... 412.48 Da
Charge ... +4
E_tot ... -878.60226 hartree
Kohn-Sham gap (spin up / spin down) ... 8.82 / 7.85 eV
Expectation value of S² ... 6.02
LUMO (spin up / spin down) ... -16.018 / -17.244 eV

---

# 6
DFT (wB97M-V/def2-TZVPD) results for a molecular structure, C14H7N5O2ReSe2 in a non-equilibrium geometry.

```
31
Properties=species:S:1:pos:R:3:forces:R:3:lowdin_charge:R:1
Re 1.76472 1.89887 0.03095 -0.69 -0.39 -0.55 1.069
O -3.25803 -3.80326 0.09048 -0.01 0.01 0.00 0.141
N -2.09958 -3.64835 0.37336 0.01 -0.01 0.00 -0.321
O -1.35376 -4.49835 0.80505 0.04 0.01 0.01 0.113
C -1.54366 -2.27300 0.16431 0.01 0.01 0.00 -0.022
C -2.40794 -1.37475 -0.34417 -0.04 -0.03 -0.01 0.102
C -2.00133 -0.03365 -0.59987 0.06 0.00 0.02 -0.093
C -2.88177 0.93078 -1.12863 -0.01 0.01 0.00 0.084
C -2.42898 2.20840 -1.33264 -0.04 -0.03 0.00 0.027
C -1.10808 2.52044 -1.02825 0.05 0.05 0.00 -0.042
N -0.23801 1.61988 -0.55115 -0.19 -0.38 0.15 -0.048
C -0.69343 0.34604 -0.31728 -0.06 0.01 -0.02 -0.128
C 0.21711 -0.60049 0.24908 -0.08 -0.04 -0.02 -0.119
N 1.48529 -0.13902 0.52247 -0.29 -0.03 -0.17 -0.047
C 2.38647 -1.01353 0.98151 0.17 0.13 0.07 -0.045
C 2.07267 -2.33995 1.23781 0.01 0.00 -0.02 0.030
C 0.80415 -2.80298 1.00613 0.00 0.00 -0.01 0.092
C -0.17836 -1.92585 0.48253 0.00 0.03 0.00 -0.020
H -3.42093 -1.68603 -0.56204 0.00 0.01 0.00 0.150
H -3.90454 0.65678 -1.35711 0.00 0.00 0.00 0.152
H -3.07691 2.98090 -1.72072 0.03 0.02 -0.01 0.139
H -0.74612 3.52464 -1.17437 0.12 0.05 0.00 0.109
H 3.38726 -0.65316 1.15585 0.08 0.19 0.01 0.116
H 2.83955 -2.99959 1.61750 0.02 0.02 0.01 0.141
H 0.55294 -3.83125 1.20472 -0.02 -0.01 0.01 0.126
Se 3.37216 2.06296 -1.83752 -0.25 0.06 -0.70 0.949
C 2.23235 3.44690 -1.51891 0.67 -0.42 -0.59 -0.706
N 1.41071 3.91492 -0.82286 -0.85 1.26 -0.23 -0.067
Se 1.77987 3.41938 1.96428 0.04 -0.09 0.57 0.936
C 3.24820 2.41767 1.56729 -0.54 0.97 1.21 -0.733
N 3.78796 1.67467 0.84224 1.77 -1.42 0.27 -0.087
```
Positions in Å, forces in eV/Å.

Values from the calculation:
Spin multiplicity ... 2
Molecular weight ... 621.37 Da
Charge ... +2
E_tot ... -5842.37156 hartree
Kohn-Sham gap (spin up / spin down) ... 6.16 / 6.56 eV
Expectation value of S² ... 0.76
LUMO (spin up / spin down) ... -9.914 / -9.626 eV

---

# 7
DFT (wB97M-V/def2-TZVPD) results for a molecular structure, C15H13ClHfN2O2 in a non-equilibrium geometry.

```
34
Properties=species:S:1:pos:R:3:forces:R:3:lowdin_charge:R:1
Cl -3.19709 -0.68289 0.16906 2.99 0.61 0.02 -0.184
C 0.84814 -1.28639 -1.59548 -0.02 0.19 -0.11 -0.122
C 1.60559 -0.08164 -1.38169 0.07 0.09 -1.26 -0.208
C 0.76165 1.03416 -1.77545 0.17 -0.80 -0.34 -0.126
H 2.68218 -0.05230 -1.21284 -0.34 0.07 0.05 0.143
C -0.49780 0.49961 -2.21328 0.78 0.05 -0.68 -0.366
C -0.43127 -0.92068 -2.10787 0.19 -0.03 0.21 -0.078
H -1.23436 -1.59570 -2.42447 0.34 0.25 0.40 0.153
H 1.21283 -2.30688 -1.44715 -0.11 0.43 -0.07 0.146
H 1.04346 2.08771 -1.81936 -0.01 -0.27 0.08 0.155
C -1.62022 1.27763 -2.81357 -0.62 0.28 0.29 -0.013
Hf -0.11766 0.10708 0.17664 -6.03 0.65 0.16 1.428
C 1.80682 0.76204 1.00478 4.91 1.52 2.81 -0.040
C 0.07718 -1.82724 1.30505 0.32 -4.77 3.14 -0.023
O 2.77673 1.12775 1.49785 -3.10 -1.13 -1.77 0.257
O 0.14730 -2.73545 2.00452 -0.29 3.29 -2.65 0.239
H -1.65826 2.29518 -2.40112 0.02 -0.20 -0.19 0.098
H -2.58418 0.79352 -2.60286 0.28 0.10 -0.10 0.085
H -1.51179 1.36952 -3.90835 0.16 -0.15 0.42 0.122
N -0.58796 1.16042 4.40664 0.30 -0.56 -1.24 0.183
C -0.05654 0.55604 3.31190 -1.42 1.62 1.29 -0.138
N -0.69450 0.98061 2.21298 0.79 -0.79 -1.13 -0.065
C -1.69850 1.87996 2.60957 -0.05 0.17 -0.04 -0.231
C -2.61692 2.62620 1.86602 -0.08 0.01 0.40 -0.014
C -3.45246 3.49422 2.58203 0.32 -0.36 -0.48 -0.028
C -3.36562 3.61285 3.98381 0.55 -0.46 0.36 -0.021
C -2.43664 2.85986 4.71694 -0.60 0.46 -0.16 0.028
C -1.62943 2.00484 3.98822 0.55 -0.29 0.38 -0.173
H -0.27556 1.02504 5.35546 0.01 -0.06 0.10 0.184
H 0.75834 -0.14915 3.35212 0.02 0.06 0.14 0.130
H -2.65510 2.46482 0.79078 -0.33 0.31 0.14 0.091
H -4.19343 4.09674 2.05234 0.28 -0.26 0.13 0.126
H -4.03403 4.30101 4.50077 0.21 -0.21 -0.13 0.127
H -2.32478 2.91394 5.79681 -0.22 0.17 -0.19 0.132
```
Positions in Å, forces in eV/Å.

Values from the calculation:
Molecular weight ... 467.22 Da
Charge ... +2
E_tot ... -1347.02785 hartree
Kohn-Sham gap (spin up / spin down) ... 4.93 / 4.93 eV
LUMO (spin up / spin down) ... -10.343 / -10.342 eV

---

Which value of E_tot does entry 2 give? -251.93694 hartree